Record 1
{
  "formula": "C30H34BCl3N10RuSeSi",
  "method": "ωB97M-V/def2-TZVPD",
  "s2": 8.76,
  "charge": 1,
  "homo_lumo_gap_ev": [6.4056, 7.3819],
  "multiplicity": 6,
  "relative_energy_kj_mol": 0.0,
  "e_homo_ev": [-9.83, -11.66],
  "species": ["Ru", "C", "C", "C", "C", "C", "C", "N", "N", "B", "N", "C", "C", "C", "N", "C", "C", "C", "N", "C", "C", "C", "N", "C", "C", "C", "H", "H", "H", "H", "H", "H", "H", "H", "H", "H", "H", "H", "H", "H", "H", "H", "H", "H", "H", "H", "H", "H", "H", "H", "H", "H", "H", "H", "Se", "N", "C", "C", "C", "C", "C", "N", "C", "C", "N", "C", "C", "C", "C", "C", "N", "H", "H", "H", "H", "H", "H", "Cl", "Si", "Cl", "Cl"],
  "positions_angstrom": [[0.04, 0.10, -0.17], [-1.70, -0.05, -4.21], [-1.27, 1.28, -3.59], [0.25, 1.37, -3.46], [-2.06, 1.52, -2.32], [-3.25, 2.24, -2.27], [-3.71, 2.09, -0.99], [-2.84, 1.34, -0.30], [-1.81, 0.98, -1.12], [-3.09, 0.85, 1.15], [-2.00, 1.34, 2.08], [-2.13, 1.90, 3.30], [-0.88, 2.19, 3.79], [0.01, 1.76, 2.79], [-0.69, 1.28, 1.76], [1.50, 1.76, 2.80], [2.02, 0.95, 3.99], [2.07, 3.18, 2.81], [-3.35, -0.72, 1.14], [-4.59, -1.14, 0.86], [-4.56, -2.43, 0.37], [-3.22, -2.79, 0.35], [-2.49, -1.76, 0.85], [-2.66, -4.07, -0.18], [-3.21, -4.31, -1.59], [-2.99, -5.24, 0.75], [-1.22, -0.19, -5.18], [-2.78, -0.08, -4.36], [-1.42, -0.89, -3.57], [-1.58, 2.08, -4.27], [0.66, 0.58, -2.82], [0.56, 2.34, -3.09], [0.69, 1.23, -4.45], [-3.71, 2.78, -3.08], [-4.61, 2.47, -0.51], [-4.14, 1.32, 1.50], [-3.11, 2.04, 3.73], [-0.64, 2.63, 4.74], [1.83, 1.26, 1.89], [1.73, 1.41, 4.93], [3.11, 0.90, 3.97], [1.63, -0.07, 3.98], [1.77, 3.71, 3.72], [1.71, 3.76, 1.95], [3.16, 3.16, 2.79], [-5.42, -0.47, 0.99], [-5.39, -3.02, 0.04], [-1.58, -3.97, -0.27], [-4.30, -4.43, -1.58], [-2.78, -5.21, -2.01], [-2.97, -3.47, -2.25], [-4.07, -5.37, 0.85], [-2.57, -5.09, 1.74], [-2.57, -6.17, 0.34], [6.67, 4.30, -1.59], [6.35, 2.58, -1.28], [5.06, 2.46, -1.08], [4.41, 1.18, -0.81], [5.09, -0.03, -0.73], [4.39, -1.18, -0.47], [3.01, -1.11, -0.31], [2.35, 0.04, -0.38], [3.03, 1.18, -0.62], [2.25, 2.42, -0.67], [0.93, 2.31, -0.44], [0.18, 3.41, -0.44], [0.70, 4.67, -0.71], [2.05, 4.79, -0.96], [2.85, 3.65, -0.93], [4.29, 3.67, -1.15], [4.96, 4.77, -1.39], [6.16, -0.04, -0.87], [4.88, -2.14, -0.40], [2.42, -1.99, -0.13], [-0.87, 3.27, -0.23], [0.05, 5.53, -0.71], [2.51, 5.75, -1.16], [0.04, -3.58, 1.61], [-0.77, -1.69, 1.57], [-1.19, -1.36, 3.56], [-0.02, -1.90, -1.51]],
  "mulliken_charge": [0.448, -1.269, 0.457, -1.263, -0.470, -1.347, -0.476, 0.337, 1.303, -0.662, -0.324, -0.735, -1.014, -0.694, 1.750, 2.174, -1.655, -1.499, -0.028, -0.651, -0.802, 0.339, 1.059, 0.863, -1.577, -1.574, 0.441, 0.386, 0.113, 0.390, 0.080, 0.174, 0.534, 0.539, 0.511, -0.134, 0.491, 0.584, -0.926, 0.343, 0.467, 0.316, 0.376, 0.314, 0.390, 0.531, 0.531, 0.072, 0.356, 0.460, 0.257, 0.356, 0.346, 0.430, 0.293, -0.878, 0.868, 0.679, -0.777, -0.949, -0.620, 1.016, -0.471, -1.701, 2.717, -0.858, -1.040, -0.825, 0.708, 0.834, -0.860, 0.571, 0.469, 0.280, 0.033, 0.501, 0.574, -0.350, 0.157, -0.359, -0.432]
}

Record 2
{
  "formula": "C30H34BrN10O2PRbS2",
  "method": "ωB97M-V/def2-TZVPD",
  "charge": -1,
  "homo_lumo_gap_ev": 6.6126,
  "multiplicity": 1,
  "e_homo_ev": -4.79,
  "species": ["Rb", "C", "N", "C", "C", "N", "C", "P", "C", "N", "C", "C", "N", "C", "C", "N", "C", "C", "N", "C", "H", "H", "H", "H", "H", "H", "H", "H", "H", "H", "H", "H", "H", "H", "H", "C", "C", "C", "C", "C", "C", "C", "S", "O", "O", "N", "C", "C", "C", "C", "C", "C", "C", "C", "N", "C", "H", "H", "H", "H", "H", "H", "H", "H", "H", "H", "H", "H", "H", "Br", "C", "N", "C", "N", "S", "H", "H", "H", "H", "H", "H"],
  "positions_angstrom": [[-1.20, -0.09, 0.61], [3.95, -3.83, -0.95], [3.21, -2.66, -0.53], [3.44, -1.94, 0.61], [2.50, -0.94, 0.62], [1.71, -1.04, -0.49], [2.16, -2.07, -1.16], [1.43, -2.73, -2.69], [0.97, -1.18, -3.52], [-0.07, -0.41, -3.30], [0.06, 0.65, -4.15], [1.20, 0.52, -4.90], [1.78, -0.65, -4.50], [3.01, -1.21, -5.02], [-0.17, -3.30, -2.05], [-1.01, -2.59, -1.32], [-2.01, -3.45, -0.96], [-1.78, -4.69, -1.49], [-0.60, -4.59, -2.18], [0.06, -5.67, -2.88], [4.81, -3.95, -0.30], [3.34, -4.73, -0.89], [4.30, -3.72, -1.98], [4.21, -2.21, 1.31], [2.34, -0.17, 1.36], [-0.68, 1.44, -4.18], [1.64, 1.14, -5.66], [3.40, -0.53, -5.77], [3.76, -1.31, -4.23], [2.84, -2.18, -5.47], [-2.85, -3.10, -0.37], [-2.32, -5.61, -1.43], [-0.66, -6.48, -3.03], [0.41, -5.34, -3.85], [0.91, -6.06, -2.31], [-3.53, 3.06, 7.35], [-2.56, 2.40, 6.40], [-2.61, 2.68, 5.03], [-1.74, 2.05, 4.15], [-0.81, 1.14, 4.63], [-0.74, 0.87, 5.98], [-1.61, 1.50, 6.86], [0.28, 0.30, 3.49], [1.46, -0.03, 4.27], [-0.49, -0.83, 2.99], [0.51, 1.26, 2.28], [1.26, 2.40, 2.37], [1.83, 2.95, 3.50], [2.59, 4.13, 3.44], [2.82, 4.78, 2.27], [2.26, 4.26, 1.08], [2.46, 4.87, -0.18], [1.89, 4.33, -1.30], [1.09, 3.18, -1.15], [0.87, 2.59, 0.00], [1.46, 3.10, 1.11], [-3.94, 3.98, 6.93], [-3.05, 3.30, 8.30], [-4.37, 2.39, 7.57], [-3.34, 3.38, 4.66], [-1.78, 2.28, 3.09], [0.01, 0.17, 6.34], [-1.56, 1.28, 7.92], [1.71, 2.45, 4.45], [3.02, 4.52, 4.36], [3.42, 5.68, 2.22], [3.08, 5.76, -0.24], [2.04, 4.77, -2.28], [0.60, 2.74, -2.01], [-4.38, -0.78, 0.48], [-4.46, -1.84, -2.97], [-4.32, -0.40, -2.91], [-3.63, 0.30, -3.81], [-3.15, -0.40, -4.89], [-3.42, 1.97, -3.69], [-5.01, -2.15, -2.08], [-3.50, -2.36, -2.95], [-5.01, -2.13, -3.87], [-4.41, 0.01, -1.98], [-2.85, -1.35, -4.70], [-2.48, 0.13, -5.43]],
  "mulliken_charge": [0.635, -0.840, 0.319, -0.899, -0.271, 0.098, 0.073, -0.460, 0.029, 0.160, -1.029, -0.349, 0.284, -0.858, -0.181, 0.440, -0.763, -0.360, 0.353, -0.849, 0.323, 0.261, 0.310, 0.402, 0.378, 0.526, 0.430, 0.309, 0.282, 0.325, 0.249, 0.412, 0.319, 0.334, 0.258, -1.458, 1.052, -0.907, -0.358, -0.030, -0.504, -0.648, 1.465, -0.774, -0.804, 0.430, -0.196, -0.680, -0.900, -0.984, 1.151, -0.681, -0.766, -0.173, 0.034, 0.143, 0.350, 0.362, 0.286, 0.320, 0.427, 0.453, 0.343, 0.418, 0.370, 0.338, 0.383, 0.377, 0.456, -0.994, -0.762, 0.018, 0.348, -0.520, -0.446, 0.303, 0.055, 0.366, 0.147, 0.251, 0.289]
}

Record 3
{
  "formula": "C30H34F6FeN2O6PS2",
  "method": "ωB97M-V/def2-TZVPD",
  "s2": 8.76,
  "charge": 2,
  "homo_lumo_gap_ev": [8.4544, 6.6659],
  "multiplicity": 6,
  "relative_energy_kj_mol": 0.0,
  "e_homo_ev": [-14.46, -14.85],
  "species": ["Fe", "C", "C", "C", "C", "C", "O", "C", "N", "C", "C", "C", "C", "C", "C", "P", "C", "C", "C", "C", "C", "C", "C", "C", "C", "C", "C", "C", "H", "H", "H", "H", "H", "H", "H", "H", "H", "H", "H", "H", "H", "H", "H", "H", "H", "H", "H", "H", "H", "H", "H", "H", "F", "C", "F", "F", "S", "O", "O", "N", "S", "O", "O", "C", "F", "F", "F", "C", "C", "O", "C", "C", "H", "H", "H", "H", "H", "H", "H", "H", "H", "H"],
  "positions_angstrom": [[0.07, -0.03, 0.21], [-2.40, 3.54, -1.58], [-1.61, 2.76, -0.53], [-1.11, 3.68, 0.57], [-2.46, 1.58, -0.05], [-3.68, 1.95, 0.79], [-3.74, 0.89, 1.78], [-2.59, 0.24, 1.77], [-1.75, 0.61, 0.85], [-2.49, -0.83, 2.79], [-3.50, -0.84, 3.76], [-3.56, -1.85, 4.71], [-2.64, -2.87, 4.70], [-1.62, -2.87, 3.75], [-1.52, -1.85, 2.81], [-0.12, -2.01, 1.68], [1.39, -2.12, 2.64], [2.57, -2.49, 1.98], [3.76, -2.50, 2.68], [3.79, -2.15, 4.02], [2.62, -1.78, 4.67], [1.42, -1.76, 3.99], [-0.35, -3.44, 0.63], [-1.30, -3.35, -0.40], [-1.50, -4.42, -1.25], [-0.77, -5.59, -1.07], [0.15, -5.69, -0.03], [0.37, -4.62, 0.82], [-1.79, 4.33, -2.01], [-3.27, 4.02, -1.13], [-2.75, 2.90, -2.39], [-0.74, 2.32, -1.04], [-1.92, 4.23, 1.05], [-0.44, 4.43, 0.15], [-0.57, 3.14, 1.35], [-2.77, 1.01, -0.92], [-4.62, 1.94, 0.25], [-3.58, 2.89, 1.34], [-4.24, -0.06, 3.76], [-4.36, -1.83, 5.44], [-2.69, -3.68, 5.42], [-0.90, -3.67, 3.75], [2.56, -2.78, 0.94], [4.67, -2.80, 2.18], [4.73, -2.17, 4.57], [2.64, -1.51, 5.72], [0.51, -1.48, 4.51], [-1.88, -2.44, -0.53], [-2.21, -4.34, -2.05], [-0.92, -6.42, -1.74], [0.71, -6.61, 0.11], [1.09, -4.71, 1.62], [4.40, -1.18, -1.76], [3.40, -1.08, -2.63], [3.17, 0.20, -2.89], [3.68, -1.73, -3.73], [1.90, -1.81, -1.84], [1.67, -0.90, -0.68], [2.22, -3.15, -1.49], [0.81, -1.67, -2.93], [-0.53, -0.89, -2.89], [-0.75, -0.21, -1.59], [-1.65, -1.63, -3.37], [-0.27, 0.55, -4.02], [0.11, 0.14, -5.20], [0.66, 1.34, -3.48], [-1.41, 1.22, -4.10], [3.60, 1.65, 0.10], [2.15, 2.04, 0.00], [1.30, 1.33, 0.97], [1.73, 1.50, 2.36], [0.56, 1.41, 3.30], [4.14, 2.09, -0.74], [3.72, 0.56, 0.05], [4.06, 2.01, 1.01], [1.74, 1.78, -0.98], [1.99, 3.10, 0.17], [2.20, 2.48, 2.42], [2.48, 0.74, 2.57], [-0.14, 2.23, 3.17], [0.93, 1.44, 4.32], [0.02, 0.47, 3.18]],
  "mulliken_charge": [0.711, -1.731, 1.983, -1.799, -0.523, -0.461, -0.442, 0.808, 0.893, 0.033, -1.018, -0.803, -0.770, -0.677, 0.444, 1.534, 0.981, -0.465, -0.880, -0.718, -0.813, -0.869, 1.076, -0.752, -0.632, -0.668, -0.770, -0.610, 0.448, 0.388, 0.415, -0.881, 0.451, 0.452, 0.106, 0.596, 0.328, 0.284, 0.584, 0.460, 0.467, 0.535, 0.420, 0.515, 0.444, 0.489, 0.408, 0.453, 0.493, 0.442, 0.475, 0.509, -0.168, 0.499, -0.159, -0.184, 1.381, -0.463, -0.631, -0.646, 1.169, -1.023, -0.584, 0.522, -0.184, -0.202, -0.180, -1.348, -0.377, 0.449, -0.673, -1.094, 0.444, 0.158, 0.457, 0.097, 0.474, 0.597, 0.265, 0.390, 0.551, 0.118]
}

Listing molar mass for the structures above in their given order: 860.0; 827.2; 783.6 g/mol.